[1]
{"formula": "C47H91N4O9Si", "method": "the ωB97M-V functional and the def2-TZVPD basis", "elements": ["C", "Si", "C", "C", "C", "C", "N", "C", "N", "C", "C", "C", "C", "O", "N", "C", "C", "C", "N", "C", "C", "H", "H", "H", "H", "H", "H", "H", "H", "H", "H", "H", "H", "H", "H", "H", "H", "H", "H", "H", "H", "H", "H", "H", "H", "H", "H", "H", "C", "C", "C", "O", "C", "H", "H", "H", "H", "H", "H", "H", "H", "C", "C", "C", "O", "C", "H", "H", "H", "H", "H", "H", "H", "H", "C", "C", "C", "O", "C", "H", "H", "H", "H", "H", "H", "H", "H", "C", "C", "C", "O", "C", "H", "H", "H", "H", "H", "H", "H", "H", "C", "C", "C", "O", "C", "H", "H", "H", "H", "H", "H", "H", "H", "C", "C", "C", "O", "C", "H", "H", "H", "H", "H", "H", "H", "H", "C", "C", "C", "O", "C", "H", "H", "H", "H", "H", "H", "H", "H", "C", "C", "C", "O", "C", "H", "H", "H", "H", "H", "H", "H", "H"], "coordinates": [[1.460, 1.470, -0.308], [1.207, 3.039, -1.296], [2.476, 4.302, -0.720], [1.541, 2.678, -3.099], [-0.488, 3.929, -0.992], [-0.629, 5.111, -1.958], [-1.350, 4.473, -3.095], [-2.227, 3.629, -2.467], [-3.392, 3.320, -2.987], [-4.459, 2.553, -2.342], [-5.730, 3.398, -2.327], [-5.730, 4.574, -1.358], [-5.371, 4.235, 0.072], [-5.533, 5.381, 0.880], [-1.769, 3.202, -1.270], [-1.765, 1.779, -1.010], [-1.812, 1.312, 0.299], [-1.712, -0.072, 0.492], [-1.597, -0.955, -0.500], [-1.581, -0.488, -1.748], [-1.657, 0.871, -2.061], [1.018, 0.639, -0.861], [1.027, 1.470, 0.688], [2.533, 1.285, -0.278], [3.244, 3.793, -0.144], [2.017, 5.016, -0.032], [2.907, 4.858, -1.549], [2.561, 2.323, -3.232], [1.462, 3.608, -3.668], [0.838, 1.982, -3.555], [-0.421, 4.285, 0.034], [-1.281, 5.869, -1.518], [0.313, 5.561, -2.251], [-1.850, 5.190, -3.613], [-3.570, 3.678, -3.913], [-4.149, 2.266, -1.344], [-4.634, 1.639, -2.906], [-5.875, 3.804, -3.332], [-6.576, 2.735, -2.150], [-5.112, 5.397, -1.722], [-6.746, 4.974, -1.331], [-4.341, 3.862, 0.131], [-6.008, 3.409, 0.407], [-4.836, 5.407, 1.539], [-1.896, 2.002, 1.127], [-1.711, -0.462, 1.502], [-1.467, -1.206, -2.549], [-1.611, 1.223, -3.082], [3.944, -0.012, 3.590], [2.428, 0.098, 3.746], [2.238, 1.605, 3.854], [3.280, 2.204, 3.080], [4.257, 1.206, 2.737], [4.275, -0.938, 3.126], [4.428, 0.076, 4.565], [1.931, -0.282, 2.849], [2.033, -0.439, 4.606], [2.340, 1.948, 4.889], [1.269, 1.936, 3.473], [4.162, 0.979, 1.671], [5.255, 1.598, 2.911], [-3.603, -0.815, -6.450], [-2.774, -2.014, -6.912], [-1.360, -1.564, -6.567], [-1.483, -0.724, -5.410], [-2.852, -0.398, -5.193], [-4.648, -1.052, -6.257], [-3.564, -0.020, -7.197], [-3.042, -2.900, -6.335], [-2.893, -2.246, -7.968], [-0.917, -0.980, -7.379], [-0.691, -2.391, -6.331], [-3.205, -0.950, -4.313], [-2.923, 0.674, -4.982], [-5.775, -2.283, 3.791], [-5.655, -1.825, 2.338], [-4.791, -0.581, 2.491], [-3.934, -0.808, 3.607], [-4.389, -1.959, 4.334], [-6.028, -3.336, 3.899], [-6.535, -1.695, 4.310], [-5.129, -2.580, 1.749], [-6.611, -1.626, 1.859], [-5.400, 0.310, 2.692], [-4.175, -0.384, 1.611], [-3.690, -2.783, 4.158], [-4.389, -1.726, 5.398], [-10.537, 2.699, -0.320], [-9.206, 2.985, 0.373], [-9.209, 1.949, 1.485], [-9.924, 0.823, 0.981], [-10.606, 1.179, -0.224], [-10.588, 3.058, -1.347], [-11.355, 3.155, 0.240], [-8.375, 2.800, -0.316], [-9.115, 4.003, 0.750], [-9.720, 2.327, 2.377], [-8.206, 1.634, 1.773], [-10.096, 0.706, -1.071], [-11.625, 0.796, -0.180], [8.969, -0.536, 1.005], [8.385, 0.308, -0.126], [6.890, 0.147, 0.115], [6.724, -0.013, 1.525], [7.996, -0.247, 2.139], [9.996, -0.280, 1.259], [8.931, -1.594, 0.738], [8.679, 1.354, -0.008], [8.687, -0.021, -1.119], [6.503, -0.745, -0.389], [6.310, 1.013, -0.212], [8.287, 0.650, 2.697], [7.900, -1.075, 2.843], [8.657, -6.113, 0.617], [7.140, -5.994, 0.755], [6.959, -4.485, 0.866], [8.009, -3.899, 0.098], [8.983, -4.899, -0.239], [8.989, -7.043, 0.160], [9.128, -6.027, 1.599], [6.650, -6.367, -0.148], [6.732, -6.530, 1.610], [7.048, -4.152, 1.907], [6.000, -4.139, 0.476], [8.895, -5.137, -1.301], [9.980, -4.498, -0.051], [7.538, -7.088, -5.009], [6.806, -7.765, -3.851], [7.930, -7.935, -2.837], [8.825, -6.840, -3.044], [8.506, -6.174, -4.267], [6.882, -6.543, -5.685], [8.088, -7.830, -5.590], [6.035, -7.100, -3.454], [6.336, -8.709, -4.119], [8.473, -8.872, -2.999], [7.580, -7.916, -1.803], [8.040, -5.210, -4.033], [9.427, -5.987, -4.818], [-1.764, 1.831, 6.794], [-2.844, 1.305, 5.848], [-3.877, 0.775, 6.833], [-3.780, 1.592, 7.998], [-2.602, 2.396, 7.935], [-1.108, 2.577, 6.346], [-1.145, 1.004, 7.152], [-3.267, 2.129, 5.267], [-2.497, 0.545, 5.153], [-3.660, -0.262, 7.113], [-4.898, 0.823, 6.450], [-2.891, 3.434, 7.737], [-2.096, 2.358, 8.900]], "largest_force_ev_per_a": 1.5, "charge": 1, "homo_ev": -10.445, "total_energy_ha": -3030.814745, "lumo_energy_ev": -2.54}

=====

[2]
{"formula": "C3H4ClNO2", "method": "the ωB97M-V functional and the def2-TZVPD basis", "elements": ["C", "C", "N", "O", "H", "H", "H", "O", "C", "Cl", "H"], "coordinates": [[0.632, -0.160, -1.107], [0.403, -0.719, 0.200], [-0.041, -1.039, 1.218], [-0.375, -1.428, 2.295], [1.378, 0.634, -1.049], [-0.295, 0.261, -1.496], [0.987, -0.930, -1.792], [-3.096, 1.743, 3.262], [-2.070, 1.186, 3.078], [-0.684, 1.975, 2.391], [-1.838, 0.138, 3.304]], "largest_force_ev_per_a": 2.0, "smiles": "CC#[N+][O-].O=CCl", "homo_ev": -9.814, "e_above_lowest_kj_mol": 300.8, "total_energy_ha": -782.040494, "lumo_energy_ev": 0.51}

=====

[3]
{"formula": "C5EuO5", "method": "the ωB97M-V functional and the def2-TZVPD basis", "elements": ["O", "C", "Eu", "O", "C", "C", "O", "C", "O", "O", "C"], "coordinates": [[-1.510, 3.145, -0.803], [-1.172, 2.080, -0.559], [-0.657, -0.481, 0.053], [2.367, 1.722, 1.551], [1.511, 1.107, 1.102], [0.290, -0.460, -2.391], [0.555, -0.542, -3.504], [1.265, -2.268, 0.567], [2.003, -3.119, 0.789], [-2.962, 0.534, 2.870], [-2.177, 0.287, 2.066]], "multiplicity": 7, "largest_force_ev_per_a": 5.4, "charge": 3, "homo_ev": [-27.140, -27.158], "e_above_lowest_kj_mol": 0.0, "total_energy_ha": -1275.723702, "lumo_energy_ev": [-18.78, -15.58]}

=====

Question: Which formula does entry 3 have?
Answer: C5EuO5